Record 1
Formula: C27H52P2PtSi
Source: the Open Molecules 2025 dataset
Level of theory: ωB97M-V/def2-TZVPD

As for the total energy: -58523.852 eV. The relative energy (zero: lowest compared OMol25 entry of this formula, charge and spin) comes out at 55.1 kcal/mol. Its spin multiplicity is 5. The calculation puts the LUMO energy (alpha / beta) at -0.177 / -0.291 Eh. The charge is +2. The HOMO-LUMO gap (alpha / beta) is 6.53 / 4.67 eV.

Structure (XYZ):
```
83
Properties=species:S:1:pos:R:3:forces:R:3:lowdin_charge:R:1
Pt 2.820 -2.746 -2.353 -1.3 3.8 1.4 1.205
C 2.243 1.293 0.931 0.1 -0.2 0.2 -0.120
C 2.312 1.999 -0.293 -0.1 0.4 -0.3 -0.113
C 0.128 2.051 0.433 0.0 -0.1 -0.1 -0.134
C 0.888 1.298 1.365 0.1 0.0 0.2 -0.116
C 1.002 2.479 -0.599 0.3 0.2 0.1 -0.128
C 3.387 0.665 1.624 0.0 -0.2 0.1 0.008
H 4.059 0.194 0.901 0.0 0.1 0.2 0.083
H 3.033 -0.090 2.329 0.2 0.0 -0.1 0.091
H 3.976 1.398 2.194 -0.1 0.0 -0.2 0.123
C 0.375 0.651 2.587 -0.2 -0.4 0.3 0.012
H 0.922 -0.280 2.805 -0.2 0.4 0.0 0.095
H -0.691 0.402 2.489 0.3 0.2 0.1 0.069
H 0.485 1.317 3.463 0.0 -0.2 -0.3 0.128
C -1.320 2.318 0.513 -0.4 0.1 -0.1 0.011
H -1.556 2.986 1.359 0.1 -0.2 -0.2 0.125
H -1.881 1.384 0.674 0.1 0.3 0.1 0.069
H -1.697 2.793 -0.401 0.1 -0.1 0.3 0.090
C 0.641 3.318 -1.758 0.0 0.0 -0.4 0.006
H 0.620 4.387 -1.489 0.0 -0.2 0.0 0.126
H -0.354 3.060 -2.134 0.1 0.1 0.0 0.086
H 1.366 3.199 -2.572 -0.2 0.1 0.2 0.091
C 3.533 2.227 -1.094 0.1 -0.1 -0.3 0.018
H 4.173 3.002 -0.645 -0.2 -0.2 0.0 0.125
H 3.293 2.542 -2.114 0.1 0.0 0.2 0.087
H 4.128 1.306 -1.146 0.0 0.2 0.0 0.099
C 2.411 -4.708 -2.704 1.5 -2.1 0.1 -0.318
C 3.839 -4.525 -2.508 -1.1 -2.1 -0.6 -0.285
C 4.778 -4.527 -3.696 0.4 0.2 0.2 -0.172
C 4.628 -3.292 -4.637 0.9 0.2 0.2 -0.173
C 3.627 -2.248 -4.175 -1.2 -0.5 -2.3 -0.320
C 2.208 -2.487 -4.303 1.8 0.3 -1.9 -0.328
C 1.693 -3.759 -4.944 -0.7 -0.1 -0.2 -0.180
C 1.855 -5.028 -4.077 -0.2 0.1 0.0 -0.172
H 4.683 -5.450 -4.285 0.0 0.1 0.3 0.118
H 4.457 -3.609 -5.677 -0.1 0.1 0.3 0.119
H 5.797 -4.505 -3.282 -0.3 -0.2 -0.3 0.114
H 2.495 -5.773 -4.575 -0.1 0.2 0.1 0.120
H 1.875 -5.198 -1.887 0.1 0.3 0.0 0.089
H 4.237 -4.916 -1.565 0.0 0.5 -0.2 0.115
H 0.871 -5.512 -3.963 0.3 0.1 0.0 0.098
H 0.625 -3.624 -5.136 0.0 0.0 0.0 0.097
H 1.579 -1.603 -4.447 0.1 -0.2 0.3 0.087
H 2.128 -3.915 -5.936 0.2 0.1 0.1 0.120
H 5.614 -2.806 -4.617 -0.3 -0.1 -0.3 0.112
H 3.954 -1.203 -4.249 -0.1 -0.4 0.4 0.104
P -1.642 -4.090 -0.535 2.7 0.0 -0.8 0.896
P -1.994 -1.468 -1.536 -1.6 0.9 -1.2 0.855
C -1.844 -4.149 -2.338 -0.2 -0.5 -0.2 -0.390
C -2.363 -2.784 -2.822 0.1 0.0 0.6 -0.355
H -2.639 -4.905 -2.443 0.4 0.0 -0.6 0.097
H -0.929 -4.469 -2.866 -0.3 0.0 0.4 0.075
H -1.998 -2.460 -3.807 0.1 -0.2 0.3 0.097
H -3.455 -2.856 -2.910 0.2 0.3 0.1 0.089
C -3.451 -0.439 -2.008 0.4 0.2 0.0 -0.255
H -3.393 0.563 -1.578 -0.1 -0.1 0.0 0.040
H -4.346 -0.940 -1.647 -0.1 0.1 0.0 0.054
H -3.512 -0.361 -3.096 0.0 0.1 0.1 0.064
C -0.604 -0.458 -2.162 0.6 0.2 0.0 -0.223
H -0.364 -0.685 -3.210 -0.1 0.0 0.3 0.050
H 0.310 -0.586 -1.569 -0.1 -0.2 -0.2 0.011
H -0.877 0.605 -2.106 -0.1 -0.3 0.0 0.035
C -0.683 -5.478 0.065 -0.1 -0.7 0.0 -0.255
H 0.032 -5.187 0.848 -0.3 0.0 -0.2 0.056
H -0.161 -5.991 -0.749 -0.1 0.0 0.2 0.045
H -1.444 -6.152 0.481 0.5 -0.3 0.2 0.055
C 2.494 -2.321 -0.409 0.1 -0.4 1.6 -0.351
H 1.479 -1.978 -0.184 -0.1 -0.1 0.0 -0.059
H 3.175 -1.486 -0.164 -0.1 -0.4 0.1 -0.048
H 2.729 -3.207 0.183 -0.1 0.3 0.7 -0.021
C -1.339 -2.691 2.190 -0.3 0.1 -0.4 -0.195
Si -2.640 -2.490 0.816 -0.4 -0.3 0.5 0.348
C -4.006 -3.842 0.592 -0.4 0.7 0.9 -0.231
C -3.493 -0.861 1.280 0.0 0.2 -0.5 -0.205
H -0.333 -2.706 1.763 0.0 0.0 0.2 0.015
H -1.505 -3.608 2.762 0.1 0.0 -0.1 0.050
H -1.429 -1.846 2.881 0.1 -0.2 -0.1 0.019
H -4.691 -3.813 1.447 -0.2 0.0 -0.1 0.048
H -4.579 -3.638 -0.320 0.0 0.0 0.1 0.042
H -3.599 -4.866 0.511 -0.3 0.4 0.2 0.014
H -4.526 -1.035 1.598 0.1 0.0 0.0 0.051
H -2.950 -0.370 2.097 -0.2 -0.1 -0.1 0.021
H -3.526 -0.170 0.429 -0.2 -0.1 0.4 -0.019
```
Positions in Å, forces in eV/Å.


Record 2
Formula: C27H53BaF8NO18RbS5
Source: the Open Molecules 2025 dataset
Level of theory: ωB97M-V/def2-TZVPD

As for the total energy: -144451.041 eV. Its spin multiplicity is 2. The calculation puts the LUMO energy (alpha / beta) at -0.199 / -0.254 Eh. The charge is +2. The HOMO-LUMO gap (alpha / beta) is 8.62 / 7.13 eV.

Structure (XYZ):
```
114
Properties=species:S:1:pos:R:3:forces:R:3:lowdin_charge:R:1
Rb -17.329 19.444 -11.438 0.1 0.4 0.1 0.840
Ba -18.026 18.500 -6.676 0.4 1.1 0.0 2.007
O -16.851 20.099 -8.605 -0.8 0.9 1.4 -0.597
C -17.128 21.483 -8.352 -0.6 -0.4 -0.5 -0.354
C -17.493 22.068 -6.877 -0.3 -1.1 -0.7 -0.244
O -18.311 21.332 -6.035 0.9 -0.4 -1.0 -0.091
H -17.914 21.852 -9.012 -1.1 -0.3 0.1 0.055
H -16.385 22.141 -8.803 1.1 0.1 0.7 0.085
H -17.912 23.074 -6.877 0.1 0.4 -0.6 0.114
H -16.531 22.198 -6.382 0.4 -0.2 0.6 0.116
O -13.695 15.939 -7.098 -1.2 3.7 -1.2 -0.256
S -14.180 17.299 -7.443 2.7 -2.9 0.2 0.683
O -15.401 17.738 -6.789 0.0 0.2 -0.6 -0.486
O -12.981 18.337 -7.146 -1.4 -1.5 0.0 -0.241
C -13.274 19.716 -6.881 -0.3 0.8 -0.5 -0.267
C -12.591 20.051 -5.591 0.2 0.6 0.0 -0.031
C -14.202 17.571 -9.264 -0.9 -0.3 1.1 -0.079
H -14.337 19.956 -6.906 -0.3 -0.6 0.5 0.106
H -12.948 20.264 -7.765 0.8 0.1 0.2 0.100
H -13.096 19.556 -4.761 0.2 -0.1 0.0 0.088
H -12.596 21.125 -5.406 -0.1 0.0 0.0 0.061
H -11.543 19.757 -5.653 -0.1 -0.2 0.2 0.101
H -14.666 18.553 -9.350 0.3 0.3 -0.1 0.035
H -14.853 16.850 -9.759 0.1 -0.2 0.2 0.074
H -13.177 17.493 -9.628 -0.2 0.1 0.2 0.085
O -16.049 24.724 -2.943 -2.4 0.5 -1.9 -0.327
S -17.270 25.101 -3.705 0.5 1.5 1.9 0.708
O -18.393 24.172 -3.795 1.7 1.3 -0.1 -0.303
O -17.891 26.522 -2.997 1.0 -2.3 -1.5 -0.273
C -16.995 27.618 -2.637 0.1 -0.2 0.2 -0.267
C -17.884 28.814 -2.563 -0.1 1.5 0.3 -0.079
C -16.842 25.708 -5.423 -0.4 -0.7 1.8 -0.089
H -16.210 27.855 -3.354 0.0 -0.6 -0.5 0.114
H -16.476 27.360 -1.714 -0.3 0.0 0.1 0.123
H -18.693 28.763 -1.834 -0.2 -0.4 -0.3 0.090
H -18.212 29.140 -3.550 -0.5 -0.6 0.0 0.083
H -17.353 29.716 -2.260 0.6 -0.2 0.3 0.086
H -16.729 24.778 -5.979 0.0 0.3 -0.1 0.019
H -15.919 26.286 -5.392 -0.1 -0.1 0.1 0.053
H -17.704 26.310 -5.711 0.1 -0.2 -0.2 0.081
O -17.047 19.184 -4.256 1.1 1.0 2.8 -0.550
S -16.582 19.790 -2.947 0.8 0.1 0.7 0.768
O -17.509 19.994 -1.832 1.5 -0.8 -2.3 -0.260
O -15.224 18.898 -2.441 -2.8 0.6 -2.3 -0.275
C -14.844 18.944 -1.073 0.7 -0.6 1.3 -0.262
C -13.978 17.688 -0.761 -0.1 0.0 -0.3 -0.048
C -15.719 21.391 -3.297 -1.1 -1.2 0.0 -0.068
H -15.701 18.985 -0.401 -0.2 -0.2 -0.2 0.116
H -14.303 19.879 -0.927 0.3 -0.1 0.1 0.115
H -13.196 17.486 -1.494 0.1 0.6 -0.1 0.074
H -14.517 16.742 -0.760 -0.6 0.3 0.0 0.078
H -13.503 17.733 0.219 -0.1 0.4 0.0 0.084
H -16.497 22.122 -3.516 0.0 -0.1 -0.1 0.045
H -15.060 21.193 -4.142 0.1 0.2 0.2 0.053
H -15.217 21.696 -2.379 0.1 -0.2 -0.1 0.083
O -22.273 20.911 -6.744 1.4 -1.3 -2.0 -0.267
S -21.571 20.306 -7.878 -0.8 1.4 -0.5 0.741
O -20.511 19.306 -7.634 -0.9 0.6 -0.3 -0.517
O -22.692 19.631 -8.932 3.9 1.2 1.5 -0.265
C -24.028 19.953 -8.631 -1.8 -0.8 0.0 -0.289
C -24.770 19.052 -9.618 -0.7 -0.1 0.3 -0.050
C -20.859 21.689 -9.030 -0.2 -2.2 1.7 -0.048
H -24.342 20.996 -8.679 0.7 0.3 -0.6 0.127
H -24.179 19.703 -7.581 -0.5 -0.4 -0.2 0.116
H -24.377 18.994 -10.634 0.5 0.5 0.2 0.082
H -25.795 19.395 -9.756 -0.1 -0.2 0.3 0.087
H -24.729 18.027 -9.248 -0.3 0.0 0.0 0.084
H -20.377 22.404 -8.364 -0.8 0.4 0.0 0.066
H -21.753 21.925 -9.607 0.5 0.6 -0.1 0.073
H -20.014 21.236 -9.548 -0.5 -0.2 -0.5 0.044
O -13.976 23.249 -12.075 0.3 -3.5 0.2 -0.281
S -13.855 21.776 -12.008 3.3 1.9 -0.3 0.701
O -14.983 20.951 -12.339 -0.4 -0.3 0.3 -0.413
O -12.559 21.286 -12.979 -1.9 1.5 1.0 -0.250
C -12.579 19.963 -13.527 0.0 -1.4 0.0 -0.291
C -11.336 19.733 -14.371 0.1 0.6 -0.2 -0.048
C -13.058 21.261 -10.379 -1.6 0.9 -1.2 -0.070
H -13.504 19.729 -14.053 0.0 0.5 -0.2 0.115
H -12.520 19.235 -12.718 -0.2 0.0 0.4 0.103
H -11.373 18.857 -15.020 -0.4 -0.2 0.3 0.089
H -10.471 19.613 -13.718 0.1 0.3 -0.2 0.086
H -11.201 20.563 -15.065 0.2 0.2 0.2 0.090
H -12.407 22.073 -10.054 0.4 -0.3 -0.5 0.072
H -12.622 20.287 -10.601 0.2 0.2 0.4 0.064
H -13.865 21.244 -9.646 -0.2 -0.4 -0.1 0.043
N -20.590 23.293 -12.114 2.1 0.3 -0.2 0.078
C -19.938 23.949 -11.118 -2.0 -0.9 0.0 -0.173
C -18.596 24.026 -10.913 2.1 0.4 -0.7 -0.092
C -17.733 23.546 -11.891 -1.5 -1.9 -1.9 -0.045
C -18.355 22.906 -13.020 -0.5 0.6 1.1 -0.054
C -19.767 22.796 -13.080 0.2 0.6 1.5 -0.121
H -20.570 24.333 -10.332 -0.3 0.2 0.0 0.107
H -18.141 24.533 -10.075 -0.4 0.1 0.3 0.096
H -16.656 23.488 -11.839 0.1 0.5 0.2 0.080
H -17.780 22.500 -13.839 0.2 0.0 0.0 0.098
H -20.277 22.254 -13.862 0.1 0.0 -0.3 0.104
C -13.825 24.857 -8.786 1.8 0.5 -1.1 -0.041
C -15.153 25.545 -9.014 -0.1 1.7 1.2 -0.422
C -15.090 27.054 -8.646 -0.5 0.3 0.7 -0.319
F -14.813 27.189 -7.351 0.6 -0.5 2.1 0.089
F -14.095 27.694 -9.257 0.1 0.0 -1.2 0.138
F -15.610 25.474 -10.280 0.5 -0.6 0.0 0.134
F -16.119 25.030 -8.196 -0.2 -0.4 -0.2 0.079
O -13.141 25.120 -7.537 -1.6 -2.5 1.2 0.034
C -13.120 23.951 -6.710 -1.9 3.0 -0.2 -0.473
C -12.692 24.394 -5.309 3.6 0.5 -0.2 -0.324
F -13.170 25.560 -4.886 -1.3 -0.2 -0.1 0.142
F -12.761 23.436 -4.382 -1.6 -0.9 0.5 0.108
F -14.384 23.363 -6.631 1.2 0.0 -0.5 0.095
F -12.249 23.115 -7.237 0.1 -1.3 0.0 0.177
H -13.097 25.326 -9.447 -0.4 0.0 -0.7 0.160
H -13.862 23.808 -9.079 -0.2 -0.1 0.3 0.120
H -16.049 27.573 -8.654 -0.3 -0.1 -1.5 0.180
H -11.610 24.518 -5.353 0.3 0.5 -0.7 0.177
```
Positions in Å, forces in eV/Å.